Version i
Formula: BF4H20O10
Source: the Open Molecules 2025 dataset
Level of theory: the ωB97M-V functional and the def2-TZVPD basis

Values from the calculation:
- HOMO (eV) = -7.993
- HOMO-LUMO gap (eV) = 10.04
- net charge = -1
- LUMO level (eV) = 2.0

Each atom is followed by the atoms it is bonded to, with distances in Å.
Positions of all 35 atoms, in Å:
1 B 0.13 -0.31 -0.08  F2 1.326, F3 1.374, F4 1.338, F5 1.373
2 F -0.24 -1.13 0.89  B1 1.326
3 F 1.35 0.23 0.25  B1 1.374
4 F 0.25 -0.96 -1.24  B1 1.338
5 F -0.68 0.78 -0.27  B1 1.373
6 O -1.82 3.18 -4.98  H7 0.957, H8 0.957
7 H -1.57 2.27 -4.82  O6 0.957
8 H -1.54 3.65 -4.19  O6 0.957
9 O -6.51 5.23 -0.07  H10 0.957, H11 0.957
10 H -5.66 4.84 0.12  O9 0.957
11 H -6.31 6.07 -0.48  O9 0.957
12 O 3.57 -3.81 4.31  H13 0.957, H14 0.957
13 H 3.03 -3.64 3.54  O12 0.957
14 H 3.10 -4.48 4.80  O12 0.957
15 O 1.19 4.44 -2.14  H16 0.957, H17 0.957
16 H 0.85 3.65 -1.72  O15 0.957
17 H 1.69 4.11 -2.89  O15 0.957
18 O -5.48 0.14 -0.31  H19 0.957, H20 0.957
19 H -4.53 0.26 -0.23  O18 0.957
20 H -5.68 0.42 -1.20  O18 0.957
21 O -2.44 -6.57 -1.76  H22 0.957, H23 0.957
22 H -2.40 -6.83 -0.84  O21 0.957
23 H -1.75 -5.90 -1.84  O21 0.957
24 O -0.19 2.21 5.28  H25 0.957, H26 0.957
25 H 0.38 1.69 5.84  O24 0.957
26 H -0.19 1.75 4.44  O24 0.957
27 O 5.15 1.94 -3.82  H28 0.957, H29 0.957
28 H 5.67 1.16 -4.02  O27 0.957
29 H 5.06 1.93 -2.87  O27 0.957
30 O -1.78 -5.95 2.38  H31 0.957, H32 0.957
31 H -1.06 -6.24 2.94  O30 0.957
32 H -1.63 -5.01 2.28  O30 0.957
33 O 6.76 0.62 1.09  H34 0.957, H35 0.957
34 H 7.36 -0.07 0.83  O33 0.957
35 H 5.90 0.32 0.79  O33 0.957

Version ii
Formula: BF4H20O10
Source: the Open Molecules 2025 dataset
Level of theory: the ωB97M-V functional and the def2-TZVPD basis

Values from the calculation:
- HOMO (eV) = -7.359
- HOMO-LUMO gap (eV) = 9.99
- net charge = -1
- LUMO level (eV) = 2.6

Each atom is followed by the atoms it is bonded to, with distances in Å.
Positions of all 35 atoms, in Å:
1 B -0.26 0.48 -0.23  F2 1.349, F3 1.366, F4 1.362, F5 1.358
2 F 0.12 -0.04 -1.42  B1 1.349
3 F 0.16 -0.27 0.83  B1 1.366
4 F -0.07 1.82 -0.08  B1 1.362
5 F -1.62 0.43 -0.17  B1 1.358
6 O 1.94 1.52 2.33  H7 0.957, H8 0.957
7 H 1.30 1.28 1.66  O6 0.957
8 H 1.41 1.62 3.13  O6 0.957
9 O -2.16 4.11 1.33  H10 0.957, H11 0.957
10 H -2.85 4.19 0.67  O9 0.957
11 H -1.56 3.45 0.98  O9 0.957
12 O -2.21 -0.28 2.31  H13 0.957, H14 0.957
13 H -3.12 -0.45 2.08  O12 0.957
14 H -1.81 0.01 1.49  O12 0.957
15 O 0.14 -2.78 -1.39  H16 0.957, H17 0.957
16 H -0.46 -2.81 -2.14  O15 0.957
17 H 0.20 -1.85 -1.17  O15 0.957
18 O -2.76 0.46 -2.43  H19 0.957, H20 0.957
19 H -3.11 -0.43 -2.40  O18 0.957
20 H -2.21 0.53 -1.64  O18 0.957
21 O 1.58 -2.90 1.08  H22 0.957, H23 0.957
22 H 1.26 -3.33 0.29  O21 0.957
23 H 0.80 -2.53 1.49  O21 0.957
24 O 3.03 -0.79 -0.48  H25 0.957, H26 0.957
25 H 2.71 -1.40 0.18  O24 0.957
26 H 3.76 -0.33 -0.07  O24 0.957
27 O -0.96 -2.66 2.50  H28 0.957, H29 0.957
28 H -1.83 -3.06 2.54  O27 0.957
29 H -1.12 -1.72 2.59  O27 0.957
30 O 0.93 2.73 -2.28  H31 0.957, H32 0.957
31 H 0.32 2.41 -1.62  O30 0.957
32 H 1.78 2.39 -2.00  O30 0.957
33 O 2.43 0.03 -2.98  H34 0.957, H35 0.957
34 H 1.47 0.07 -2.89  O33 0.957
35 H 2.76 0.10 -2.09  O33 0.957

Tell me which of them is the most stable. Sure, it is version ii.

Version i
Formula: C4H8N2O2
Source: the Open Molecules 2025 dataset
Level of theory: the ωB97M-V functional and the def2-TZVPD basis

Values from the calculation:
- HOMO (eV) = -8.912
- HOMO-LUMO gap (eV) = 9.66
- net charge = 0
- SMILES = C=C(/N=C\NO)OC
- LUMO level (eV) = 0.8

Each atom is followed by the atoms it is bonded to, with distances in Å.
Positions of all 16 atoms, in Å:
1 C 2.13 -1.10 -0.69  C2 1.313, H9 1.088, H10 1.113
2 C 1.03 -0.58 -0.20  C1 1.313, N3 1.494, O7 1.340
3 N 0.15 -1.21 0.83  C2 1.494, C4 1.323
4 C -1.15 -1.00 0.72  N3 1.323, N5 1.425, H11 1.145
5 N -1.60 -0.35 -0.47  C4 1.425, O6 1.492, H12 1.083
6 O -3.02 0.09 -0.48  N5 1.492, H13 1.079
7 O 0.84 0.70 -0.54  C2 1.340, C8 1.386
8 C 0.70 1.56 0.53  O7 1.386, H14 1.177, H15 1.123, H16 1.047
9 H 2.55 -2.08 -0.47  C1 1.088
10 H 2.68 -0.41 -1.37  C1 1.113
11 H -1.93 -1.26 1.52  C4 1.145
12 H -1.00 0.54 -0.59  N5 1.083
13 H -3.39 -0.35 -1.40  O6 1.079
14 H 1.75 1.69 1.06  C8 1.177
15 H -0.10 1.26 1.26  C8 1.123
16 H 0.36 2.51 0.27  C8 1.047

Version ii
Formula: C4H8N2O2
Source: the Open Molecules 2025 dataset
Level of theory: the ωB97M-V functional and the def2-TZVPD basis

Values from the calculation:
- HOMO (eV) = -9.042
- HOMO-LUMO gap (eV) = 9.75
- net charge = 0
- SMILES = C=[N+]([O-])O.CCC#N
- LUMO level (eV) = 0.7

Each atom is followed by the atoms it is bonded to, with distances in Å.
Positions of all 16 atoms, in Å:
1 C -1.58 0.86 -0.82  N2 1.283, H5 0.985, H6 1.054
2 N -2.12 0.09 -1.68  C1 1.283, O3 1.203, O4 1.437
3 O -1.95 0.04 -2.87  N2 1.203
4 O -3.01 -0.86 -1.07  N2 1.437, H7 0.902
5 H -1.86 0.79 0.12  C1 0.985
6 H -1.12 1.73 -1.20  C1 1.054
7 H -3.25 -1.39 -1.76  O4 0.902
8 C 2.49 -0.47 1.48  C9 1.603, H12 1.062, H13 1.096, H14 1.131
9 C 1.00 -0.38 0.89  C8 1.603, C10 1.448, H15 1.100, H16 1.066
10 C 0.73 0.93 0.33  C9 1.448, N11 1.137
11 N 0.67 1.98 -0.10  C10 1.137
12 H 3.24 -0.31 0.74  C8 1.062
13 H 2.72 -1.49 1.82  C8 1.096
14 H 2.76 0.26 2.30  C8 1.131
15 H 1.00 -1.21 0.17  C9 1.100
16 H 0.27 -0.57 1.65  C9 1.066

Version iii
Formula: C4H8N2O2
Source: the Open Molecules 2025 dataset
Level of theory: the ωB97M-V functional and the def2-TZVPD basis

Values from the calculation:
- HOMO (eV) = -7.313
- HOMO-LUMO gap (eV) = 5.16
- net charge = 0
- LUMO level (eV) = -2.2

Each atom is followed by the atoms it is bonded to, with distances in Å.
Positions of all 16 atoms, in Å:
1 C -0.25 1.77 1.41  N2 1.376, O8 1.200, H9 1.107
2 N 0.16 1.60 0.11  C1 1.376, C3 1.437, H10 1.018
3 C 0.85 0.37 -0.17  N2 1.437, C4 1.388, H12 1.081
4 C 0.11 -0.49 -0.97  C3 1.388, N5 1.437, O7 1.238
5 N 0.54 -1.86 -0.99  C4 1.437, C6 1.328, H13 1.015
6 C 0.94 -2.59 0.05  N5 1.328, H14 1.086, H15 1.089, H16 1.275
7 O -0.90 -0.20 -1.62  C4 1.238
8 O -1.23 2.35 1.78  C1 1.200
9 H 0.36 1.18 2.13  C1 1.107
10 H -0.54 1.71 -0.62  N2 1.018
11 H -0.85 -2.73 1.19  no bonds
12 H 1.67 0.30 0.53  C3 1.081
13 H 0.00 -2.37 -1.68  N5 1.015
14 H 1.72 -2.14 0.66  C6 1.086
15 H 1.11 -3.65 -0.17  C6 1.089
16 H -0.06 -2.80 0.81  C6 1.275

Version iv
Formula: C4H8N2O2
Source: the Open Molecules 2025 dataset
Level of theory: the ωB97M-V functional and the def2-TZVPD basis

Values from the calculation:
- HOMO (eV) = -9.445
- HOMO-LUMO gap (eV) = 10.08
- net charge = 0
- SMILES = NCC(=O)NCC=O
- LUMO level (eV) = 0.6

Each atom is followed by the atoms it is bonded to, with distances in Å.
Positions of all 16 atoms, in Å:
1 N 1.29 1.32 2.24  C2 1.433, H9 0.992, H10 0.970
2 C 0.53 0.32 1.56  N1 1.433, C3 1.499, H11 1.088, H12 1.098
3 C -0.55 0.83 0.66  C2 1.499, O4 1.233, N5 1.406
4 O -1.25 1.79 1.02  C3 1.233
5 N -0.81 0.23 -0.58  C3 1.406, C6 1.428, H13 1.110
6 C -0.48 -1.13 -0.85  N5 1.428, C7 1.500, H14 1.097, H15 1.109
7 C 0.30 -1.22 -2.13  C6 1.500, O8 1.172, H16 1.097
8 O 0.78 -2.28 -2.29  C7 1.172
9 H 0.80 1.72 3.00  N1 0.992
10 H 1.72 1.95 1.64  N1 0.970
11 H 0.08 -0.31 2.33  C2 1.088
12 H 1.26 -0.28 1.01  C2 1.098
13 H -1.51 0.73 -1.28  N5 1.110
14 H -1.41 -1.68 -1.00  C6 1.097
15 H 0.14 -1.63 -0.08  C6 1.109
16 H 0.55 -0.24 -2.55  C7 1.097

Tell me which of them is the most stable. Sure, it is version iv.

Version i
Formula: CHO5S
Source: the Open Molecules 2025 dataset
Level of theory: the ωB97M-V functional and the def2-TZVPD basis

Values from the calculation:
- HOMO (alpha / beta) (eV) = -5.587 / -5.588
- HOMO-LUMO gap (alpha / beta) (eV) = 9.21 / 9.21
- net charge = -1
- LUMO level (alpha / beta) (eV) = 3.6 / 3.6

Each atom is followed by the atoms it is bonded to, with distances in Å.
Positions of all 8 atoms, in Å:
1 C -0.43 -0.40 0.27  O5 1.245, S7 1.840, H8 1.189
2 O -0.26 0.98 -1.91  S7 1.479
3 O 0.90 1.82 0.12  S7 1.419
4 O 1.72 -0.22 -1.09  S7 1.486
5 O -0.50 -0.32 1.51  C1 1.245, O6 1.322
6 O -1.15 -1.26 2.17  O5 1.322
7 S 0.62 0.72 -0.74  C1 1.840, O2 1.479, O3 1.419, O4 1.486
8 H -0.92 -1.32 -0.32  C1 1.189

Version ii
Formula: CHO5S
Source: the Open Molecules 2025 dataset
Level of theory: the ωB97M-V functional and the def2-TZVPD basis

Values from the calculation:
- HOMO (eV) = -5.228
- HOMO-LUMO gap (eV) = 9.18
- net charge = -1
- LUMO level (eV) = 4.0

Each atom is followed by the atoms it is bonded to, with distances in Å.
Positions of all 8 atoms, in Å:
1 C -0.98 -1.30 -0.66  O2 1.221, O3 1.154, O6 1.647
2 O -1.18 -0.49 -1.55  C1 1.221
3 O -1.31 -2.29 -0.18  C1 1.154
4 O -0.50 2.04 -0.34  S7 1.510
5 O 1.47 1.33 1.16  S7 1.929, H8 0.971
6 O 0.24 -0.70 0.27  C1 1.647, S7 1.637
7 S 0.37 0.81 -0.34  O4 1.510, O5 1.929, O6 1.637
8 H 1.88 0.60 1.64  O5 0.971

Tell me which of them is the most stable. Sure, it is version ii.

Version i
Formula: C9H13N2
Source: the Open Molecules 2025 dataset
Level of theory: the ωB97M-V functional and the def2-TZVPD basis

Values from the calculation:
- HOMO (eV) = -13.274
- HOMO-LUMO gap (eV) = 8.44
- net charge = +1
- LUMO level (eV) = -4.8

Each atom is followed by the atoms it is bonded to, with distances in Å.
Positions of all 24 atoms, in Å:
1 C -2.54 0.07 2.59  C2 1.398, C3 1.371, H12 1.066
2 C -2.24 1.25 1.90  C1 1.398, C4 1.358, H13 1.014
3 C -1.90 -1.10 2.26  C1 1.371, C5 1.382, H14 1.068
4 C -1.21 1.28 1.02  C2 1.358, C6 1.448, H15 1.036
5 C -0.89 -1.09 1.32  C3 1.382, C6 1.407, H16 1.163
6 C -0.52 0.07 0.62  C4 1.448, C5 1.407, C9 1.404
7 C -0.38 1.71 -1.91  C8 1.327, H17 1.070, H18 1.073
8 C 0.61 1.00 -1.41  C7 1.327, C9 1.430, H19 1.165
9 C 0.49 0.03 -0.36  C6 1.404, C8 1.430, N10 1.339
10 N 1.51 -0.81 -0.16  C9 1.339, H20 1.053, H21 1.008
11 N 3.07 -1.38 -2.24  H22 1.058, H23 1.005, H24 1.060
12 H -3.47 0.06 3.11  C1 1.066
13 H -2.58 2.10 2.33  C2 1.014
14 H -2.00 -1.95 2.90  C3 1.068
15 H -0.89 2.20 0.68  C4 1.036
16 H -0.39 -2.03 0.84  C5 1.163
17 H -0.11 2.42 -2.66  C7 1.070
18 H -1.44 1.80 -1.70  C7 1.073
19 H 1.71 0.89 -1.78  C8 1.165
20 H 1.56 -1.36 0.74  N10 1.053
21 H 2.27 -0.96 -0.80  N10 1.008
22 H 3.46 -2.34 -2.03  N11 1.058
23 H 2.33 -1.44 -2.92  N11 1.005
24 H 3.55 -0.44 -2.35  N11 1.060

Version ii
Formula: C9H13N2
Source: the Open Molecules 2025 dataset
Level of theory: the ωB97M-V functional and the def2-TZVPD basis

Values from the calculation:
- HOMO (eV) = -12.220
- HOMO-LUMO gap (eV) = 8.24
- net charge = +1
- SMILES = C\C1=C/C=C\C=C\C/[NH+]=C\N1
- LUMO level (eV) = -4.0

Each atom is followed by the atoms it is bonded to, with distances in Å.
Positions of all 24 atoms, in Å:
1 C -2.06 2.03 -0.43  C2 1.506, H12 1.139, H13 1.044, H14 1.028
2 C -0.83 1.19 -0.68  C1 1.506, C3 1.340, N11 1.413
3 C 0.30 1.16 0.04  C2 1.340, C4 1.527, H15 1.128
4 C 0.63 1.71 1.43  C3 1.527, C5 1.373, H16 1.101
5 C 1.32 0.90 2.28  C4 1.373, C6 1.516, H17 1.037
6 C 1.86 -0.43 1.78  C5 1.516, C7 1.344, H18 1.090
7 C 1.00 -1.34 1.27  C6 1.344, C8 1.508, H19 1.061
8 C 1.30 -2.13 0.02  C7 1.508, N9 1.523, H20 1.085, H21 1.085
9 N 0.20 -2.03 -1.03  C8 1.523, C10 1.364, H22 0.975
10 C -0.58 -1.17 -1.74  N9 1.364, N11 1.400, H23 1.058
11 N -0.92 0.19 -1.68  C2 1.413, C10 1.400, H24 0.996
12 H -2.53 1.83 0.58  C1 1.139
13 H -2.70 1.88 -1.24  C1 1.044
14 H -1.79 3.02 -0.47  C1 1.028
15 H 1.11 0.40 -0.13  C3 1.128
16 H 0.16 2.67 1.72  C4 1.101
17 H 1.49 1.35 3.20  C5 1.037
18 H 2.85 -0.29 1.34  C6 1.090
19 H -0.04 -1.31 1.46  C7 1.061
20 H 2.19 -1.71 -0.44  C8 1.085
21 H 1.52 -3.19 0.11  C8 1.085
22 H 0.19 -2.95 -1.34  N9 0.975
23 H -1.02 -1.68 -2.56  C10 1.058
24 H -1.36 0.45 -2.53  N11 0.996

Version iii
Formula: C9H13N2
Source: the Open Molecules 2025 dataset
Level of theory: the ωB97M-V functional and the def2-TZVPD basis

Values from the calculation:
- HOMO (eV) = -12.414
- HOMO-LUMO gap (eV) = 8.44
- net charge = +1
- SMILES = C/N=C/Cc1ccc[n+](C)c1
- LUMO level (eV) = -4.0

Each atom is followed by the atoms it is bonded to, with distances in Å.
Positions of all 24 atoms, in Å:
1 C 2.79 -1.70 1.01  N2 1.467, H12 1.095, H13 1.072, H14 1.141
2 N 2.08 -0.49 0.59  C1 1.467, C3 1.250
3 C 2.27 0.71 0.87  N2 1.250, C4 1.519, H15 1.073
4 C 1.26 1.67 0.27  C3 1.519, C5 1.469, H16 1.026, H17 1.115
5 C 0.03 0.88 0.13  C4 1.469, C6 1.453, C11 1.363
6 C -0.47 0.12 1.27  C5 1.453, C7 1.375, H18 1.040
7 C -1.65 -0.58 1.17  C6 1.375, C8 1.409, H19 1.068
8 C -2.36 -0.58 -0.05  C7 1.409, N9 1.281, H20 1.034
9 N -1.82 0.03 -1.04  C8 1.281, C10 1.491, C11 1.319
10 C -2.49 0.01 -2.37  N9 1.491, H21 1.163, H22 1.113, H23 1.119
11 C -0.76 0.80 -0.98  C5 1.363, N9 1.319, H24 1.191
12 H 2.06 -2.50 0.89  C1 1.095
13 H 3.61 -1.82 0.33  C1 1.072
14 H 3.09 -1.43 2.08  C1 1.141
15 H 3.10 1.17 1.39  C3 1.073
16 H 1.63 2.09 -0.59  C4 1.026
17 H 1.14 2.48 1.02  C4 1.115
18 H 0.07 0.02 2.15  C6 1.040
19 H -2.09 -1.11 1.98  C7 1.068
20 H -3.17 -1.19 -0.22  C8 1.034
21 H -2.08 -0.86 -3.03  C10 1.163
22 H -3.57 -0.09 -2.11  C10 1.113
23 H -2.11 0.97 -2.79  C10 1.119
24 H -0.56 1.43 -1.98  C11 1.191

Tell me which of them is the most stable. Sure, it is version i.